[1]
Formula: C42H31ClN2O4S
Source: the Open Molecules 2025 dataset
Level of theory: wB97M-V/def2-TZVPD

Element x y z (Å)
C1 -5.155690 -0.706827 2.020156
C2 2.404210 8.226015 3.127411
O1 4.540238 4.686648 2.508090
C3 3.413600 4.764187 2.063684
H1 7.210722 -2.738528 -2.918990
H2 -8.703671 -2.711355 0.938049
C4 3.726105 -1.765808 -4.964895
H3 -0.928833 0.061881 0.979640
C5 -7.075349 -3.301966 2.219893
C6 1.334056 -1.510942 -4.793320
C7 3.995952 -2.712542 -0.777523
C8 -5.548463 -1.209771 0.743760
O2 6.051388 -2.126709 -5.034766
H4 -0.447232 -2.160135 0.309369
H5 -7.462490 -0.458753 0.284147
H6 0.328592 -0.917644 -6.586906
H7 -4.996904 -5.798449 0.456546
H8 1.208173 0.588195 -0.451502
H9 -7.821827 -3.912318 2.741970
C9 0.602373 7.284109 1.841461
C10 -2.787056 -0.850123 1.335343
H10 4.122805 6.974093 3.402211
C11 -7.839431 -2.241636 1.410724
C12 5.218761 -2.990810 -0.190085
H11 7.330164 -3.230727 -0.502468
H12 3.517903 0.442402 0.423013
H13 -1.986095 -3.675688 1.256459
C13 3.137633 7.062901 2.964894
H14 2.406177 -0.798597 -7.924409
C14 2.556208 -1.808905 -4.203166
H15 0.570007 9.251591 2.682854
C15 1.138862 8.339095 2.560016
C16 2.800161 3.620077 1.333805
N1 -5.953208 -0.356662 3.028950
C17 -3.755012 -0.525407 2.334373
H16 -2.460187 -1.516382 -0.645606
C18 5.042476 -2.113051 -4.361512
C19 -6.344711 -4.247186 1.366621
C20 1.329093 6.110239 1.686249
H17 3.096003 -2.704228 -0.176782
H18 -0.475750 -4.056384 2.044412
H19 0.453549 -1.955786 1.819629
C21 2.953507 1.359779 0.537356
H20 -7.059817 -1.914305 -0.605260
C22 -0.548896 -2.017537 1.388337
H21 4.576508 -1.356567 -6.888175
C23 1.655627 1.442708 0.041963
C24 3.667655 -1.400206 -6.303621
C25 6.311989 -2.730932 -2.317468
N2 -3.558227 -0.069860 3.565126
O3 -0.379537 5.070883 0.443290
C26 3.523984 2.444024 1.182277
C27 -5.633165 -5.000772 0.759316
C28 2.601348 -2.153757 -2.756370
H22 2.817996 9.048812 3.695849
H23 -6.430836 -2.889079 2.990799
O4 1.583825 -2.194559 -2.093490
H24 -0.382703 7.367451 1.402911
C29 1.280881 -1.152968 -6.129752
C30 2.606237 6.002891 2.240798
C31 -7.001760 -1.449966 0.379410
H25 -4.876523 -1.823313 -1.153814
H26 4.530574 2.379348 1.572623
C32 5.089420 -2.438207 -2.908665
H27 -0.071280 2.689269 -0.210116
H28 -8.248818 -1.516596 2.118459
C33 -1.300807 -0.694362 1.676527
C34 0.724165 4.973578 0.938194
H29 0.428101 -1.556260 -4.204424
C35 -3.190119 -1.285082 0.121875
H30 5.272412 -3.198249 0.870842
C36 6.376326 -3.006417 -0.961836
H31 -1.199001 -0.362384 2.705647
C37 -1.230799 -3.278161 1.930454
C38 -4.586555 -1.468004 -0.172899
C39 1.506163 3.711979 0.817247
S1 -5.005404 0.133095 4.238874
Cl1 -1.905968 -3.064451 3.579821
C40 0.936479 2.618587 0.177204
C41 3.924953 -2.438908 -2.138160
C42 2.448802 -1.089576 -6.882955

Cartesian forces (eV/Å) of the 2 atoms listed first:
0.6 0.2 0.2
0.0 0.0 0.0

Its molar mass is 695.240 g mol⁻¹. Its HOMO energy is -0.312 Eh. As for the multiplicity: 1. The value obtained for the HOMO-LUMO gap is 0.2670 Ha.

[2]
Formula: C42H31KN5O6S3Te
Source: the Open Molecules 2025 dataset
Level of theory: wB97M-V/def2-TZVPD

Element x y z (Å)
O1 -2.907025 -4.119940 -1.659077
K1 -0.330604 -0.535255 0.245319
C1 -0.336726 -4.445371 -1.756564
C2 -1.656833 2.306210 5.586871
N1 3.493535 -0.338598 0.839975
C3 -0.693714 2.128957 2.924102
C4 3.450196 0.240291 -3.340814
C5 -4.199035 0.380395 -1.626844
H1 -2.030474 2.364331 6.602012
H2 -1.769136 -5.937380 -2.237548
C6 3.763494 0.184414 -1.994977
H3 -1.584797 2.508551 -0.837036
O2 -1.594611 -2.296032 -0.776576
C7 -1.718396 3.082279 -1.745612
H4 3.952991 -0.410523 -4.043194
C8 -0.979869 3.337260 5.049606
C9 -1.825178 4.465220 -1.676132
H5 1.270585 4.992740 1.361794
H6 -2.134105 5.142161 -4.976898
C10 -1.973989 5.208563 -2.838697
C11 3.324263 0.929196 0.353128
C12 1.943462 -5.246158 -1.570194
C13 -2.723395 -1.133217 4.611035
N2 -1.563213 -0.123223 2.781644
C14 0.693974 4.210891 1.836828
S1 1.722777 -2.613433 -1.041289
H7 2.163177 1.159855 -4.797924
C15 -2.562572 -0.005866 5.366330
C16 -5.595014 -1.128143 -3.482707
H8 -2.291721 -2.025370 2.681505
H9 0.788574 2.894935 0.120697
H10 -6.132685 -1.736633 -4.198861
C17 1.024901 -4.196888 -1.504124
H11 1.036422 2.579255 -3.096102
C18 3.069155 1.003177 -1.118624
N3 2.118523 1.857661 -1.511484
C19 0.415634 3.027204 1.130140
C20 4.163706 -0.616752 2.031876
C21 0.200626 -6.781637 -2.129721
H12 -3.650893 0.952018 -0.886745
C22 -1.913638 3.180717 -4.134334
C23 -0.719504 -5.754013 -2.061271
C24 -2.194256 -1.146676 3.310354
O3 -1.617891 -2.689741 -3.171560
H13 -6.040657 0.472488 -0.534618
S2 3.448374 1.907699 2.726280
C25 -1.764819 2.428430 -2.973901
C26 -0.477837 3.273813 3.701856
C27 1.827945 1.895411 -2.808211
H14 -7.290831 -0.874812 -2.193039
C28 -4.252849 -0.844160 -3.692932
C29 5.561028 -1.132992 4.378656
O4 1.195352 -1.638588 -1.984848
H15 2.980525 -5.022063 -1.372357
S3 -1.737354 -3.279206 -1.843408
C30 -2.019148 4.564723 -4.067364
H16 5.817428 -3.113058 3.594347
C31 0.240020 4.331628 3.116904
C32 -1.884613 1.101959 4.831618
C33 4.290265 0.374432 3.001884
C34 2.461344 1.109501 -3.759798
H17 4.502935 -0.513322 -1.630642
O5 3.180932 -2.778323 -1.111782
H18 0.432822 5.225482 3.699739
H19 -0.799286 4.236009 5.627105
H20 -2.050999 6.287386 -2.788051
Te1 -1.498352 0.308326 -3.049259
H21 -1.947738 2.680744 -5.094112
N4 -0.259720 2.024322 1.648898
C35 -3.552931 -0.081811 -2.767871
C36 -5.544635 0.108696 -1.425918
H22 5.128757 0.917393 4.886362
C37 5.015843 0.127301 4.154314
H23 -3.238942 -2.002214 4.995935
H24 -2.945581 0.046825 6.379226
O6 1.318181 -2.357671 0.343986
H25 -3.740400 -1.239090 -4.559595
C38 4.722637 -1.867722 2.243524
C39 -1.408167 0.997682 3.516126
H26 3.313139 -1.127623 0.223755
C40 1.539366 -6.529006 -1.885033
C41 -6.244525 -0.647746 -2.355526
H27 2.269726 -7.327484 -1.935166
N5 3.371226 2.012983 1.029049
H28 -0.132571 -7.783056 -2.374551
H29 -1.782292 4.961334 -0.713562
H30 6.101261 -1.332091 5.294382
H31 4.595050 -2.630252 1.484457
C42 5.403361 -2.127745 3.424798

Cartesian forces (eV/Å) of the 2 atoms listed first:
0.2 0.0 -0.1
0.0 0.8 0.1

Its molar mass is 964.638 g mol⁻¹. Its HOMO energy is -0.188 Eh. As for the multiplicity: 1. Its charge is -1. The value obtained for the HOMO-LUMO gap is 0.2589 Ha.

[3]
Formula: C42H32AlN3PSe2Te
Source: the Open Molecules 2025 dataset
Level of theory: wB97M-V/def2-TZVPD

Element x y z (Å)
H1 1.280114 -3.165359 7.440821
H2 6.351153 0.985607 1.917608
H3 6.066273 3.306139 -1.063115
C1 0.076394 3.450064 -1.162619
Al1 -1.329798 -0.326500 -0.212896
C2 2.792931 2.552994 -1.571250
H4 5.901702 -1.149633 0.762436
C3 3.015520 0.803802 2.448256
C4 0.949790 -1.906641 3.835400
H5 1.916563 2.232341 -3.512111
C5 -3.326258 -1.307884 -4.756610
C6 -2.146227 -3.093758 0.440273
N1 -1.674170 -1.737050 -1.413949
C7 2.788543 -0.405017 1.811014
H6 -2.869748 -0.914096 2.773214
H7 3.975642 2.895208 0.182299
C8 3.983608 2.719414 -3.664523
H8 -3.370560 -2.988800 4.047796
H9 -4.980447 2.307445 -3.817336
C9 -1.745414 -5.454560 -0.934603
H10 0.534872 0.027669 4.694692
C10 -3.012133 -3.058988 3.031272
C11 -2.341758 -4.318088 1.094449
H11 -2.101897 -2.871949 -3.928544
Se1 0.645263 0.309328 -1.406752
C12 5.154958 3.077387 -1.598987
Se2 -0.650056 0.661917 1.998286
C13 -3.350264 1.786267 -0.911051
C14 -2.546357 -1.908453 -3.741107
C15 1.352508 -3.697317 5.368989
C16 -0.288263 4.486012 -0.305682
N2 -2.327461 -1.892094 1.061836
C17 5.095258 -0.610769 1.239849
H12 -1.791491 4.355781 -3.845435
H13 -3.149080 2.248226 0.048389
H14 2.200753 1.363314 2.888690
C18 3.976637 2.846088 -0.900716
H15 -2.264491 -6.472750 0.866508
C19 -3.746299 0.595270 -3.364306
H16 -1.451641 6.267855 -0.032127
H17 -1.242006 -4.223140 -2.631896
C20 0.773904 -1.011937 4.880866
C21 -2.750634 -1.883918 2.307559
N3 -2.781152 0.624700 -1.149655
C22 -4.175502 2.422120 -1.848755
C23 0.895295 -1.476048 6.182205
C24 -3.914689 -0.089959 -4.593034
C25 -2.121739 -5.521312 0.373005
H18 6.071672 3.198197 -3.532041
H19 1.573797 -4.737921 5.560621
H20 0.762016 -0.792916 7.009460
C26 -1.374371 4.392428 -2.847369
C27 -2.785942 -4.268036 2.433718
C28 3.805665 -1.120833 1.197475
C29 -2.964429 0.007421 -2.363329
H21 -3.450741 -1.840721 -5.689752
C30 2.813785 2.486216 -2.964429
H22 -2.954094 -5.191403 2.973451
C31 5.158209 3.016960 -2.981713
H23 -0.275061 2.576765 -3.095836
C32 -1.765028 -3.032619 -0.940936
C33 1.231850 -3.246454 4.060891
C34 -1.719551 5.429055 -1.986985
H24 -4.510607 0.357639 -5.375567
C35 1.185776 -2.812251 6.423086
P1 1.325821 2.274184 -0.506024
H25 -2.400048 6.203498 -2.315789
C36 -1.562527 -4.216607 -1.602190
H26 1.354748 -3.940886 3.238011
C37 5.344961 0.590892 1.887669
H27 3.984903 2.664559 -4.744586
C38 -2.347522 -1.277910 -2.536717
H28 -1.575467 -6.367207 -1.489680
H29 3.611821 -2.052452 0.679492
C39 -1.185032 5.467828 -0.709529
C40 -0.499769 3.402876 -2.432602
H30 4.509866 2.237614 2.982280
H31 0.145708 4.530982 0.686696
C41 -4.360561 1.833422 -3.066578
C42 4.311686 1.296307 2.487925
Te1 0.888876 -1.276649 1.830269
H32 -4.628556 3.369091 -1.598048

Cartesian forces (eV/Å) of the 2 atoms listed first:
0.0 0.0 0.0
0.0 0.0 0.0

Its molar mass is 922.215 g mol⁻¹. Its HOMO energy is -0.364 Eh. As for the multiplicity: 1. Its charge is +1. The value obtained for the HOMO-LUMO gap is 0.2538 Ha.

[4]
Formula: C42H32F5LuOP2
Source: the Open Molecules 2025 dataset
Level of theory: wB97M-V/def2-TZVPD

Element x y z (Å)
C1 -0.961340 -1.397335 -4.591855
C2 -0.592151 0.986711 4.714087
H1 -0.638200 6.358250 3.403381
P1 0.119639 -1.949803 -0.118760
H2 -4.208915 1.747133 -4.015176
C3 -1.186096 -4.402088 0.084823
H3 5.148172 -4.616697 0.186912
C4 0.579036 4.665560 2.828198
H4 -2.504467 -1.538097 1.597864
C5 -1.305481 2.025770 -1.382054
P2 0.140242 2.019619 -0.226929
H5 2.600998 0.421984 -0.319873
H6 4.746231 0.785682 -1.526712
H7 1.573900 2.893302 2.073343
H8 -1.914358 2.350950 -4.727495
H9 0.154739 1.560865 -4.684292
C6 -0.494899 -0.182275 3.937674
C7 4.122814 2.656657 -2.418381
C8 -2.113019 2.193035 -3.669471
H10 5.079198 2.821570 -2.921644
H11 -4.621657 1.217581 -1.621575
H12 -3.001763 -1.687637 -4.045552
C9 -1.974075 -1.682601 -3.685826
C10 1.680529 -2.829563 -0.063780
H13 -0.324662 -4.746829 -0.503265
H14 4.297147 -3.260640 2.090069
C11 -3.384703 -3.477669 1.516184
H15 -2.460309 -2.216045 -1.671407
Lu1 -1.321167 0.068657 0.734949
H16 -4.253348 -3.114214 2.064209
F1 0.436919 -0.314378 7.971579
C12 -2.251169 -5.268518 0.357543
C13 -0.088568 3.508399 0.821928
C14 -1.225880 -3.074123 0.521539
F2 -0.222306 2.103846 6.780108
C15 0.779953 3.632205 1.922649
H17 -0.094157 2.692224 -2.989533
C16 0.265249 -1.412027 5.857085
C17 1.689181 2.243823 -1.107612
F3 0.061871 -2.486160 3.719116
H18 1.661480 -1.141519 -2.395769
H19 -2.908544 1.672365 0.138548
C18 -1.368010 5.416851 1.596754
C19 3.096336 3.604537 -2.539268
H20 3.232191 4.504028 -3.143050
C20 -2.354529 -2.589927 1.227783
H21 1.086885 4.145462 -1.961126
C21 4.180505 -4.113149 0.109984
C22 -1.154645 4.404777 0.661497
C23 2.735169 1.302862 -0.956624
C24 3.936554 1.513711 -1.626683
H22 -1.213083 -1.238447 -5.643612
C25 -0.208478 0.963603 6.039829
H23 -4.167066 -5.481434 1.355797
H24 -2.215070 6.094105 1.481614
H25 -1.821560 4.285765 -0.191641
C26 0.342567 -1.201969 -4.131529
H26 0.592238 1.217455 -4.187461
C27 2.460549 -2.713258 1.108939
C28 1.884919 3.402889 -1.873672
H27 1.254463 4.792921 3.671839
C29 -0.050424 -1.381461 4.517169
C30 3.414120 -4.229765 -1.058588
C31 2.172593 -3.594026 -1.135500
H28 1.610317 -3.684035 -2.062919
H29 3.790895 -4.808886 -1.909249
C32 3.693997 -3.350828 1.183628
C33 -2.629722 1.675184 -0.949611
C34 -0.489807 5.558083 2.676302
H30 1.097726 -0.942063 -4.876426
C35 -3.346157 -4.806822 1.104335
C36 0.175801 -0.249070 6.644495
F4 -1.102623 2.123523 4.160003
O1 -0.759267 -0.122907 2.643690
F5 0.651299 -2.582469 6.429823
C37 -3.403123 1.821443 -3.273746
C38 -0.343593 -1.771306 -1.892350
C39 -1.091508 2.326811 -2.722345
H31 2.095162 -2.111339 1.945688
C40 -1.663991 -1.913644 -2.348918
H32 -2.234534 -6.300108 0.002525
C41 0.655263 -1.337275 -2.781243
C42 -3.628449 1.542220 -1.930965

Cartesian forces (eV/Å) of the 2 atoms listed first:
-0.1 0.4 0.2
-0.2 -0.1 -0.3

Its molar mass is 884.622 g mol⁻¹. Its HOMO energy is -0.493 Eh. As for the multiplicity: 1. Its charge is +2. The value obtained for the HOMO-LUMO gap is 0.2663 Ha.